No. 1
{
  "formula": "C47H38BrKN9O5Se",
  "method": "the ωB97M-V functional and the def2-TZVPD basis",
  "molar_mass_da": 1006.841,
  "charge": -1,
  "multiplicity": 1,
  "total_energy_ha": -8258.3886,
  "orbital_gap_ev": 5.88,
  "elements": ["K", "C", "O", "C", "C", "C", "C", "C", "C", "N", "N", "C", "O", "C", "C", "C", "C", "C", "C", "C", "O", "H", "H", "H", "H", "H", "H", "H", "H", "H", "H", "H", "H", "C", "O", "C", "C", "C", "Br", "C", "C", "C", "O", "C", "N", "C", "C", "C", "C", "C", "C", "N", "H", "H", "H", "H", "H", "H", "H", "H", "H", "H", "H", "N", "C", "C", "C", "C", "C", "C", "C", "N", "C", "C", "N", "C", "H", "H", "H", "H", "H", "H", "H", "C", "N", "C", "Se", "N", "C", "C", "C", "C", "C", "C", "H", "H", "H", "H", "H", "H", "H", "H"],
  "xyz": [[0.1107, -0.2160, 0.4351], [1.0994, -2.9459, -3.5321], [2.1868, -3.5098, -2.8088], [3.0364, -2.6197, -2.1841], [4.3829, -2.8970, -2.2257], [5.3098, -2.1071, -1.5435], [4.8465, -1.0076, -0.8453], [3.4895, -0.6719, -0.7942], [3.1753, 0.4977, 0.0590], [2.1380, 1.2404, 0.0076], [2.1300, 2.2192, 1.0454], [0.9492, 2.4569, 1.5838], [-0.2051, 1.9993, 1.3795], [1.0728, 3.5330, 2.6601], [2.2668, 4.1835, 2.9583], [2.2972, 5.1872, 3.9115], [1.1404, 5.5585, 4.5846], [-0.0515, 4.9127, 4.2959], [-0.0837, 3.9073, 3.3396], [2.5076, -1.5263, -1.4154], [1.2508, -1.3833, -1.2887], [0.7848, -3.7131, -4.2402], [1.4264, -2.0589, -4.0835], [0.2877, -2.6573, -2.8666], [4.6948, -3.7618, -2.8028], [6.3662, -2.3403, -1.5802], [5.5478, -0.3694, -0.3165], [3.9086, 0.7188, 0.8436], [3.1555, 3.8875, 2.4216], [3.2339, 5.6887, 4.1288], [1.1709, 6.3446, 5.3298], [-0.9615, 5.1901, 4.8167], [-0.9999, 3.3911, 3.0834], [-0.1391, -3.8487, 0.3188], [-1.0991, -2.7993, 0.2521], [-2.2570, -3.0077, -0.3970], [-2.7963, -4.2630, -0.6325], [-4.0075, -4.3563, -1.3032], [-4.7214, -6.0883, -1.6299], [-4.7043, -3.2481, -1.7121], [-4.1767, -1.9748, -1.4641], [-2.9332, -1.8529, -0.8495], [-2.2981, -0.6733, -0.6016], [-5.0124, -0.8287, -1.8507], [-6.0281, -0.9187, -2.6725], [-6.5735, 0.3521, -2.7046], [-7.6738, 0.8315, -3.4175], [-8.0090, 2.1593, -3.2661], [-7.2665, 3.0081, -2.4270], [-6.1735, 2.5542, -1.7170], [-5.8481, 1.2107, -1.8706], [-4.8455, 0.4282, -1.3349], [-0.0614, -4.3545, -0.6451], [-0.3988, -4.5552, 1.1126], [0.8072, -3.3568, 0.5301], [-2.2827, -5.1550, -0.3055], [-5.6559, -3.3443, -2.2102], [-2.2889, -0.0174, -1.3257], [-8.2337, 0.1707, -4.0656], [-8.8556, 2.5639, -3.8061], [-7.5512, 4.0492, -2.3417], [-5.5882, 3.2182, -1.0967], [-4.1630, 0.6863, -0.6405], [6.0675, -9.0076, 2.5648], [5.4406, -8.0446, 2.6040], [4.6557, -6.8444, 2.6658], [4.6326, -5.9712, 1.5790], [3.8730, -4.8178, 1.6391], [3.1538, -4.5357, 2.8005], [3.1735, -5.4068, 3.8866], [3.9228, -6.5669, 3.8174], [2.3863, -3.3554, 2.8650], [1.2421, -3.1010, 3.6062], [0.8700, -1.8313, 3.2805], [1.7616, -1.2903, 2.3865], [2.6478, -2.2140, 2.1665], [5.1914, -6.1976, 0.6822], [3.8272, -4.1664, 0.7752], [2.6232, -5.1615, 4.7834], [3.9503, -7.2501, 4.6544], [0.7889, -3.8643, 4.2132], [-0.0057, -1.2901, 3.6000], [3.4976, -2.1300, 1.5053], [-2.2563, 5.1440, -0.0395], [-1.0048, 4.6628, -0.5755], [-0.8191, 3.5146, -1.2452], [-2.1961, 2.4296, -1.9325], [0.5058, 3.3723, -1.4665], [1.1871, 4.4412, -0.9119], [2.5373, 4.7550, -0.8471], [2.8688, 5.9391, -0.2189], [1.8948, 6.7812, 0.3309], [0.5504, 6.4678, 0.2765], [0.2207, 5.2753, -0.3550], [-2.9723, 4.3279, -0.0832], [-2.6304, 5.9915, -0.6165], [-2.0905, 5.4407, 0.9950], [0.9095, 2.4628, -1.6567], [3.2855, 4.0817, -1.2402], [3.9118, 6.2160, -0.1358], [2.2052, 7.6921, 0.8264], [-0.1998, 7.1062, 0.7214]],
  "forces_ev_per_a": [[-0.90, -0.47, 0.33], [0.03, 0.00, -0.12], [0.05, 0.02, 0.14], [0.15, -0.04, 0.20], [-0.13, -0.21, -0.15], [0.11, 0.12, 0.10], [0.08, -0.13, -0.07], [-0.02, 0.19, 0.16], [-0.12, -0.23, -0.27], [0.11, 0.53, 0.48], [-0.14, -0.74, -0.56], [0.77, 0.84, 0.44], [-0.02, 0.19, -0.21], [-0.32, 0.01, -0.09], [-0.06, -0.05, -0.03], [0.10, 0.07, 0.04], [0.04, 0.06, 0.04], [-0.14, -0.02, 0.01], [0.11, 0.02, -0.07], [0.02, 0.26, -0.03], [0.32, -0.19, -0.30], [-0.03, 0.01, 0.00], [-0.05, -0.02, 0.01], [0.00, -0.03, -0.09], [0.04, 0.02, 0.01], [-0.01, 0.00, 0.00], [0.03, -0.01, 0.00], [0.04, 0.02, -0.05], [0.05, 0.00, -0.01], [-0.01, 0.01, 0.01], [0.00, 0.00, 0.00], [0.02, 0.01, 0.00], [-0.02, 0.00, 0.02], [-0.14, 0.09, -0.09], [0.24, 0.23, 0.14], [-0.33, -0.15, -0.27], [0.14, 0.13, 0.07], [-0.05, -0.04, -0.03], [-0.01, 0.03, -0.01], [0.05, -0.19, 0.06], [0.07, -0.05, 0.04], [0.13, -0.12, -0.11], [-0.27, 0.08, 0.22], [0.01, 0.00, -0.05], [0.08, 0.07, 0.05], [0.00, -0.11, -0.03], [0.06, -0.07, 0.02], [0.00, 0.09, 0.03], [-0.04, 0.07, -0.01], [-0.02, 0.00, -0.05], [0.16, 0.07, 0.14], [-0.22, -0.13, -0.10], [0.04, -0.03, 0.02], [0.03, -0.03, -0.04], [0.02, -0.05, 0.01], [0.01, 0.01, 0.00], [-0.04, 0.11, -0.02], [-0.09, -0.08, -0.08], [-0.01, -0.01, -0.01], [0.00, 0.00, 0.00], [-0.02, -0.01, -0.01], [0.04, -0.03, 0.03], [0.06, 0.16, -0.05], [-0.01, 0.02, 0.00], [0.07, -0.12, -0.01], [0.06, -0.07, -0.02], [-0.11, 0.08, 0.12], [-0.01, -0.14, 0.07], [-0.14, 0.02, 0.00], [0.11, 0.00, -0.13], [-0.06, 0.15, -0.08], [0.00, 0.14, 0.14], [0.01, -0.16, -0.18], [0.00, -0.32, 0.07], [-0.07, 0.18, 0.13], [0.19, -0.01, -0.28], [0.02, -0.04, 0.01], [-0.02, 0.05, 0.02], [0.00, -0.01, 0.02], [0.02, -0.02, 0.00], [-0.05, 0.06, 0.04], [0.05, 0.03, 0.10], [-0.02, 0.10, -0.01], [-0.01, -0.02, -0.04], [-0.02, 0.16, 0.10], [-0.56, -0.72, -0.48], [0.52, 0.32, 0.29], [-0.28, -0.09, 0.14], [0.10, 0.19, 0.13], [-0.20, -0.12, -0.02], [0.05, 0.09, 0.04], [0.13, 0.08, 0.05], [-0.02, -0.19, -0.06], [0.21, 0.04, -0.01], [-0.02, 0.03, 0.01], [0.01, -0.01, 0.00], [-0.04, 0.01, 0.04], [0.10, -0.03, -0.03], [0.01, 0.00, 0.01], [0.00, 0.01, 0.01], [0.00, 0.00, 0.00], [-0.02, 0.01, 0.00]]
}


No. 2
{
  "formula": "C14H16O2",
  "method": "the ωB97M-V functional and the def2-TZVPD basis",
  "molar_mass_da": 216.280,
  "charge": 0,
  "smiles": "Cc1ccc(O)cc1.Cc1ccc(O)cc1",
  "multiplicity": 1,
  "total_energy_ha": -693.4826,
  "orbital_gap_ev": 9.00,
  "elements": ["C", "C", "C", "C", "C", "C", "C", "O", "H", "H", "H", "H", "H", "H", "H", "H", "C", "C", "C", "C", "C", "C", "C", "O", "H", "H", "H", "H", "H", "H", "H", "H"],
  "xyz": [[2.7896, 1.2567, -3.4081], [0.4520, -1.1282, -1.6454], [1.4928, -0.1979, -1.8332], [-0.5993, -1.1557, -2.5741], [1.5822, 0.4728, -3.0369], [-0.5012, -0.5458, -3.8145], [0.6918, 0.1548, -4.0486], [-1.8148, -1.7920, -2.2612], [0.4999, -1.8918, -0.8940], [2.2721, -0.3229, -1.1011], [-1.5800, -2.7181, -2.2999], [-1.0899, -0.7633, -4.6934], [3.8367, 0.8533, -3.3479], [3.0678, 2.0466, -2.6637], [0.8223, 0.4595, -5.0732], [2.9617, 1.6487, -4.4013], [-1.1294, -1.9035, 1.2151], [-0.3980, 0.2553, 4.2987], [-0.4166, 1.4810, 3.6480], [-0.6197, -0.8732, 3.4547], [-0.6821, -0.7456, 2.0869], [-0.3460, 1.6542, 2.2459], [-0.5027, 0.4899, 1.4841], [-0.1054, 2.5663, 4.4385], [-0.1092, 0.0009, 5.3004], [-0.8040, -1.8375, 3.9169], [-0.3016, 2.6594, 1.8447], [0.0275, 3.3951, 3.9414], [-1.7024, -2.6252, 1.8123], [-0.3304, -2.3169, 0.6175], [-0.5987, 0.7401, 0.4275], [-1.8179, -1.5328, 0.4419]],
  "forces_ev_per_a": [[3.32, 1.41, 1.30], [-0.10, 1.13, -1.25], [-1.04, -2.29, 0.32], [-0.98, 0.09, 0.16], [1.29, -0.33, -1.29], [2.05, -0.01, 0.25], [-1.54, 0.15, 0.04], [1.00, -0.09, -0.28], [-0.12, 0.30, 0.45], [0.48, 0.81, -0.01], [-0.46, -0.65, 0.22], [-0.69, -0.01, 0.46], [-1.04, -1.41, 0.34], [-1.09, 0.08, -0.62], [0.44, 0.49, -0.05], [-1.32, 0.43, -0.39], [-0.77, 0.58, -0.05], [-0.47, -1.69, -2.38], [2.39, 1.34, 0.31], [0.08, 1.10, 0.94], [-0.68, -0.72, -1.03], [-1.02, -1.92, 1.31], [-0.06, 2.45, 0.03], [-0.32, 0.68, 0.41], [-0.35, 0.86, 0.54], [0.25, -0.04, -0.08], [0.11, -0.15, -0.19], [-0.22, -0.84, 0.06], [0.53, -0.13, -0.26], [0.23, -0.63, 0.50], [0.10, -1.02, -0.06], [0.01, 0.00, 0.27]]
}


No. 3
{
  "formula": "C26H30N4O3",
  "method": "the ωB97M-V functional and the def2-TZVPD basis",
  "molar_mass_da": 446.551,
  "charge": 0,
  "smiles": "Cn1cc(/C=C(\\NC(=O)c2ccccc2)C(=O)NCCCN2CCOCC2)c2ccccc21",
  "multiplicity": 1,
  "total_energy_ha": -1453.5302,
  "orbital_gap_ev": 7.92,
  "elements": ["C", "N", "C", "C", "C", "C", "C", "C", "C", "C", "H", "H", "H", "H", "C", "C", "N", "C", "O", "C", "C", "C", "C", "C", "C", "H", "H", "H", "H", "H", "H", "C", "O", "N", "C", "C", "H", "H", "C", "N", "C", "H", "C", "H", "O", "C", "H", "C", "H", "H", "H", "H", "H", "H", "H", "H", "H", "H", "H", "H", "H", "H", "H"],
  "xyz": [[-4.9837, -1.9844, 0.3196], [-4.2129, -0.7757, 0.3005], [-2.9221, -0.6501, 0.6926], [-2.4782, 0.6441, 0.5131], [-3.5959, 1.3651, -0.0324], [-3.7957, 2.6839, -0.4312], [-5.0270, 3.0450, -0.9338], [-6.0628, 2.1169, -1.0543], [-5.8927, 0.8025, -0.6727], [-4.6549, 0.4367, -0.1607], [-6.6945, 0.0860, -0.7707], [-7.0130, 2.4366, -1.4557], [-5.1997, 4.0649, -1.2451], [-3.0032, 3.4136, -0.3505], [-1.2069, 1.2251, 0.8105], [-0.0325, 0.6071, 1.0587], [0.1877, -0.7751, 0.9763], [-0.1564, -1.5755, -0.0694], [-0.8850, -1.2147, -0.9764], [0.3601, -2.9738, 0.0181], [1.5353, -3.3318, 0.6726], [1.9463, -4.6529, 0.6854], [1.1925, -5.6288, 0.0546], [0.0266, -5.2790, -0.6068], [-0.3812, -3.9594, -0.6304], [-1.2789, -3.6628, -1.1528], [-0.5603, -6.0350, -1.1076], [1.5181, -6.6584, 0.0719], [2.8637, -4.9211, 1.1881], [2.1565, -2.5901, 1.1529], [0.9914, -1.0404, 1.5411], [1.2216, 1.2860, 1.4936], [2.1486, 0.6172, 1.9357], [1.2794, 2.6304, 1.3884], [2.5321, 3.3429, 1.4642], [2.8550, 4.0552, 0.1471], [3.8631, 4.4643, 0.2182], [2.1680, 4.8910, -0.0058], [2.7433, 3.1076, -1.0562], [3.3948, 1.8438, -0.7874], [2.8482, 0.7164, -1.5174], [1.7656, 0.6788, -1.3772], [3.4764, -0.5561, -0.9510], [3.1096, -1.4418, -1.4724], [4.8774, -0.5443, -1.1044], [5.4230, 0.5679, -0.4357], [6.5010, 0.5315, -0.6032], [4.8340, 1.8791, -0.9588], [5.2476, 2.7123, -0.3888], [5.1095, 2.0053, -2.0228], [5.2117, 0.4915, 0.6413], [3.2265, -0.6142, 0.1176], [3.0631, 0.7813, -2.5994], [3.1499, 3.6070, -1.9531], [1.6876, 2.8988, -1.2486], [2.4967, 4.0725, 2.2812], [3.2951, 2.5940, 1.6832], [0.5161, 3.1178, 0.9486], [-1.2290, 2.3062, 0.8487], [-2.4115, -1.4844, 1.1324], [-5.2780, -2.2667, -0.6945], [-4.3861, -2.7871, 0.7477], [-5.8872, -1.8531, 0.9208]],
  "forces_ev_per_a": [[-0.28, -0.22, -0.04], [0.06, 0.02, 0.05], [0.30, 0.45, 0.17], [-0.44, -0.34, 0.11], [-0.21, -0.35, 0.00], [-0.03, -0.01, 0.00], [0.05, 0.19, -0.02], [-0.12, -0.06, -0.03], [-0.07, -0.11, -0.01], [0.11, 0.58, -0.08], [-0.09, -0.06, -0.01], [-0.08, 0.00, -0.03], [0.00, 0.08, -0.02], [0.08, 0.08, -0.01], [0.60, -0.28, 0.07], [-0.43, 0.19, -0.31], [0.22, 0.06, 0.39], [-0.07, 0.05, -0.17], [0.21, -0.09, -0.05], [0.02, -0.36, -0.14], [-0.13, 0.07, -0.04], [0.09, -0.07, 0.05], [0.03, -0.03, 0.00], [-0.01, -0.06, 0.00], [-0.03, 0.19, 0.03], [-0.05, 0.03, -0.06], [-0.05, -0.05, -0.04], [0.03, -0.08, 0.00], [0.07, -0.01, 0.03], [0.07, 0.09, 0.06], [-0.20, -0.05, -0.11], [-0.04, 0.18, 0.17], [-0.01, -0.10, 0.04], [-0.17, 0.20, -0.11], [0.35, 0.22, 0.09], [-0.12, -0.32, -0.04], [0.01, 0.12, 0.02], [0.06, 0.12, -0.02], [0.07, 0.15, 0.11], [-0.03, 0.06, -0.17], [0.15, -0.32, 0.14], [-0.05, 0.00, -0.02], [-0.42, 0.02, -0.14], [-0.02, 0.04, 0.03], [0.16, -0.06, -0.15], [0.16, 0.34, 0.04], [-0.05, 0.05, 0.06], [0.09, -0.29, 0.14], [0.07, 0.03, -0.01], [0.00, 0.04, 0.07], [0.06, 0.03, -0.05], [-0.04, -0.04, -0.09], [-0.07, -0.02, 0.04], [-0.10, -0.05, 0.01], [0.04, 0.02, -0.05], [0.09, -0.10, -0.04], [-0.09, 0.16, 0.04], [0.01, -0.18, 0.02], [0.10, 0.07, 0.06], [0.06, -0.17, -0.01], [0.02, -0.03, 0.05], [-0.02, 0.04, -0.01], [0.05, -0.05, -0.02]]
}